{
  "formula": "C31H30AsIrN2O4SbSe4",
  "method": "the ωB97M-V functional and the def2-TZVPD basis",
  "elements": ["Ir", "O", "C", "O", "C", "C", "C", "N", "C", "C", "C", "O", "O", "H", "H", "H", "Se", "Sb", "Se", "Se", "Se", "C", "C", "C", "C", "C", "C", "As", "N", "C", "C", "C", "C", "C", "C", "C", "C", "C", "C", "C", "C", "C", "C", "C", "C", "C", "C", "H", "H", "H", "H", "H", "H", "H", "H", "H", "H", "H", "H", "H", "H", "H", "H", "H", "H", "H", "H", "H", "H", "H", "H", "H", "H", "H"],
  "xyz": [[-0.488, 1.365, 2.277], [-6.309, 3.769, -0.853], [-5.817, 4.296, 0.147], [-6.223, 5.185, 0.891], [-4.413, 3.698, 0.545], [-3.842, 2.706, -0.244], [-2.659, 2.130, 0.164], [-2.037, 2.465, 1.290], [-2.561, 3.448, 2.031], [-3.739, 4.096, 1.687], [-1.808, 3.772, 3.317], [-2.025, 4.818, 3.899], [-0.994, 2.860, 3.680], [-4.336, 2.384, -1.147], [-2.202, 1.342, -0.420], [-4.127, 4.881, 2.322], [3.284, 2.760, 6.147], [3.253, 1.719, 3.916], [0.633, 0.076, 3.808], [1.610, 3.005, 2.352], [5.490, 2.545, 3.005], [5.718, -1.745, 2.538], [4.512, -1.262, 1.789], [4.573, -0.113, 1.013], [3.451, 0.381, 0.361], [3.565, 1.658, -0.423], [2.239, -0.325, 0.427], [0.696, 0.515, -0.467], [-0.563, -0.005, 0.796], [-1.686, -0.760, 0.742], [-2.062, -1.528, -0.378], [-3.205, -2.295, -0.374], [-4.036, -2.335, 0.733], [-3.698, -1.582, 1.848], [-2.554, -0.819, 1.858], [0.488, -0.574, -2.188], [-0.503, -0.135, -3.083], [-1.157, 1.217, -2.994], [-0.907, -0.939, -4.145], [-0.311, -2.163, -4.384], [-0.777, -3.078, -5.478], [0.785, -2.501, -3.611], [1.212, -1.723, -2.543], [2.500, -2.150, -1.899], [2.186, -1.522, 1.148], [0.973, -2.407, 1.179], [3.313, -1.956, 1.837], [6.541, -1.044, 2.427], [6.022, -2.727, 2.176], [5.492, -1.828, 3.600], [5.510, 0.426, 0.932], [4.584, 2.038, -0.394], [2.916, 2.424, 0.015], [3.256, 1.517, -1.464], [-1.444, -1.519, -1.262], [-3.455, -2.869, -1.257], [-4.935, -2.934, 0.734], [-4.341, -1.598, 2.720], [-2.322, -0.240, 2.749], [-0.663, 1.861, -2.264], [-2.215, 1.126, -2.747], [-1.095, 1.701, -3.969], [-1.706, -0.601, -4.793], [-1.744, -2.765, -5.866], [-0.862, -4.098, -5.106], [-0.054, -3.079, -6.295], [1.331, -3.406, -3.844], [3.144, -2.602, -2.652], [2.344, -2.889, -1.115], [3.027, -1.305, -1.469], [0.382, -2.311, 0.269], [0.344, -2.141, 2.032], [1.260, -3.454, 1.299], [3.243, -2.860, 2.428]],
  "charge": -2,
  "mol_weight_g_mol": 1199.3,
  "spin_multiplicity": 2
}

{
  "formula": "C31H30AsN12P2Se2Ti",
  "method": "the ωB97M-V functional and the def2-TZVPD basis",
  "elements": ["Ti", "Se", "P", "C", "C", "C", "C", "C", "C", "C", "C", "C", "C", "C", "C", "C", "C", "N", "N", "N", "P", "Se", "C", "C", "C", "C", "C", "C", "C", "C", "C", "C", "C", "C", "H", "H", "H", "H", "H", "H", "H", "H", "H", "H", "H", "H", "H", "H", "H", "H", "H", "H", "H", "H", "N", "C", "N", "N", "N", "N", "C", "N", "N", "N", "N", "H", "C", "As", "C", "C", "H", "H", "H", "H", "H", "H", "H", "H", "H"],
  "xyz": [[2.808, 1.208, 0.062], [-3.650, -0.112, -0.748], [-2.273, -1.562, -0.109], [-2.132, -2.912, -1.308], [-2.555, -4.202, -1.021], [-2.533, -5.165, -2.021], [-2.094, -4.841, -3.295], [-1.686, -3.544, -3.583], [-1.715, -2.577, -2.595], [-2.582, -2.286, 1.520], [-1.683, -3.211, 2.052], [-1.963, -3.802, 3.273], [-3.126, -3.472, 3.956], [-4.013, -2.545, 3.427], [-3.744, -1.949, 2.204], [-0.542, -0.985, 0.005], [0.140, 0.226, 0.158], [1.458, -0.129, 0.074], [1.589, -1.437, -0.103], [0.405, -1.951, -0.134], [-0.190, 2.000, 0.435], [1.576, 3.312, 0.078], [-0.961, 2.259, 2.034], [-0.538, 3.269, 2.890], [-1.160, 3.412, 4.119], [-2.188, 2.555, 4.483], [-2.615, 1.558, 3.616], [-2.001, 1.403, 2.386], [-1.293, 2.515, -0.891], [-0.903, 2.237, -2.200], [-1.709, 2.633, -3.250], [-2.888, 3.323, -2.991], [-3.261, 3.615, -1.689], [-2.464, 3.212, -0.628], [-2.901, -4.457, -0.028], [-2.865, -6.171, -1.802], [-2.078, -5.595, -4.070], [-1.359, -3.282, -4.581], [-1.445, -1.551, -2.818], [-0.779, -3.459, 1.509], [-1.275, -4.526, 3.689], [-3.344, -3.947, 4.904], [-4.920, -2.293, 3.961], [-4.433, -1.235, 1.769], [0.275, 3.925, 2.607], [-0.835, 4.188, 4.799], [-2.659, 2.665, 5.450], [-3.427, 0.900, 3.899], [-2.340, 0.638, 1.699], [0.022, 1.703, -2.389], [-1.425, 2.411, -4.271], [-3.514, 3.639, -3.814], [-4.183, 4.147, -1.497], [-2.758, 3.417, 0.393], [5.155, 1.097, 2.627], [3.831, 1.000, 2.924], [3.264, 0.943, 4.110], [1.947, 0.929, 3.867], [1.695, 0.963, 2.613], [2.886, 1.004, 1.954], [5.546, 1.359, 1.351], [6.754, 1.656, 0.932], [6.634, 1.876, -0.385], [5.429, 1.721, -0.781], [4.674, 1.380, 0.305], [5.843, 1.075, 3.364], [3.237, 1.842, -3.726], [3.195, 0.429, -2.382], [1.877, -0.790, -3.156], [4.805, -0.578, -2.793], [3.439, 1.410, -4.704], [4.025, 2.548, -3.468], [2.282, 2.365, -3.749], [2.062, -0.879, -4.225], [0.855, -0.443, -3.001], [1.980, -1.768, -2.690], [4.691, -1.041, -3.771], [4.953, -1.351, -2.041], [5.667, 0.083, -2.792]],
  "charge": 1,
  "mol_weight_g_mol": 913.3
}

{
  "formula": "C31H30BN4O2P2Rh",
  "method": "the ωB97M-V functional and the def2-TZVPD basis",
  "elements": ["Rh", "O", "P", "C", "P", "O", "C", "C", "C", "C", "C", "C", "C", "C", "C", "C", "C", "C", "C", "C", "C", "C", "C", "C", "C", "C", "C", "C", "C", "C", "H", "H", "H", "H", "H", "H", "H", "H", "H", "H", "H", "H", "H", "H", "H", "H", "H", "H", "H", "H", "H", "H", "B", "N", "C", "C", "C", "N", "N", "C", "C", "C", "N", "H", "H", "H", "H", "H", "H", "H", "H"],
  "xyz": [[-1.465, -1.578, 0.772], [0.716, -1.463, 0.507], [1.782, -0.419, 0.252], [1.290, 1.171, 1.023], [-0.347, 1.744, 0.431], [-1.332, 0.594, 0.432], [-0.164, 2.465, -1.197], [0.731, 3.511, -1.419], [0.825, 4.072, -2.681], [0.033, 3.591, -3.715], [-0.858, 2.550, -3.492], [-0.963, 1.985, -2.231], [-0.882, 2.985, 1.623], [-1.065, 2.553, 2.938], [-1.510, 3.446, 3.897], [-1.782, 4.762, 3.542], [-1.607, 5.187, 2.234], [-1.158, 4.300, 1.265], [3.303, -0.913, 1.079], [4.485, -1.158, 0.390], [5.601, -1.592, 1.091], [5.533, -1.784, 2.463], [4.349, -1.541, 3.149], [3.230, -1.110, 2.459], [2.055, -0.166, -1.500], [2.958, 0.793, -1.955], [3.162, 0.944, -3.316], [2.474, 0.139, -4.216], [1.579, -0.818, -3.760], [1.366, -0.975, -2.400], [2.055, 1.938, 0.900], [1.183, 0.968, 2.092], [1.339, 3.898, -0.608], [1.512, 4.888, -2.861], [0.105, 4.034, -4.700], [-1.477, 2.184, -4.301], [-1.657, 1.176, -2.039], [-0.875, 1.519, 3.203], [-1.641, 3.119, 4.920], [-2.140, 5.456, 4.291], [-1.819, 6.213, 1.965], [-1.031, 4.628, 0.241], [4.535, -1.018, -0.683], [6.529, -1.776, 0.565], [6.402, -2.136, 3.002], [4.300, -1.680, 4.220], [2.296, -0.944, 2.985], [3.506, 1.414, -1.255], [3.862, 1.685, -3.680], [2.644, 0.254, -5.278], [1.051, -1.446, -4.465], [0.676, -1.722, -2.028], [-4.007, -4.123, 0.285], [-4.384, -2.676, 0.291], [-5.687, -2.264, 0.274], [-5.713, -0.896, 0.282], [-4.359, -0.517, 0.305], [-3.576, -1.596, 0.304], [-2.562, -4.506, 0.319], [-2.152, -5.810, 0.314], [-0.785, -5.838, 0.350], [-0.404, -4.485, 0.378], [-1.481, -3.700, 0.354], [-4.551, -4.679, -0.665], [-4.608, -4.706, 1.182], [-6.500, -2.972, 0.257], [-6.577, -0.255, 0.272], [-3.926, 0.471, 0.307], [-2.861, -6.622, 0.284], [-0.146, -6.703, 0.357], [0.584, -4.052, 0.399]],
  "charge": 2,
  "mol_weight_g_mol": 666.3,
  "spin_multiplicity": 5
}

{
  "formula": "C31H30Br2F32N5O4",
  "method": "the ωB97M-V functional and the def2-TZVPD basis",
  "elements": ["C", "C", "Br", "C", "Br", "N", "C", "C", "N", "C", "N", "N", "C", "C", "C", "N", "C", "C", "H", "H", "H", "H", "H", "H", "H", "H", "H", "H", "H", "H", "H", "H", "C", "C", "C", "F", "F", "F", "F", "O", "C", "C", "F", "F", "F", "F", "H", "H", "H", "H", "C", "C", "C", "F", "F", "F", "F", "O", "C", "C", "F", "F", "F", "F", "H", "H", "H", "H", "C", "C", "C", "F", "F", "F", "F", "O", "C", "C", "F", "F", "F", "F", "H", "H", "H", "H", "C", "C", "C", "F", "F", "F", "F", "O", "C", "C", "F", "F", "F", "F", "H", "H", "H", "H"],
  "xyz": [[2.974, 0.096, 7.296], [1.640, -0.715, 6.992], [1.868, -2.598, 6.365], [0.313, -0.185, 7.140], [-1.177, -1.431, 6.752], [0.172, 1.221, 7.583], [0.583, 2.220, 6.534], [0.423, 1.731, 5.025], [-0.090, 2.609, 4.160], [-1.209, 1.567, 7.966], [-1.446, 1.860, 9.403], [-2.231, 1.667, 7.131], [-3.616, 2.052, 7.471], [-4.302, 3.165, 6.596], [-5.735, 3.575, 7.011], [-6.522, 3.053, 8.080], [-5.884, 2.018, 8.825], [-4.459, 1.447, 8.634], [3.296, 0.793, 6.430], [2.860, 0.794, 8.212], [3.878, -0.588, 7.512], [1.638, 2.599, 6.759], [-0.127, 3.127, 6.654], [0.742, 0.729, 4.592], [-0.096, 2.157, 3.227], [-0.953, 2.740, 9.666], [-0.952, 1.131, 9.954], [-2.041, 1.456, 6.128], [-3.746, 3.636, 5.704], [-6.223, 4.425, 6.381], [-6.497, 1.556, 9.685], [-4.012, 0.628, 9.308], [2.027, 1.211, -1.435], [3.502, 0.821, -1.649], [3.912, -0.568, -1.151], [3.724, -0.727, 0.173], [5.235, -0.777, -1.376], [4.292, 1.785, -1.123], [3.722, 0.852, -2.998], [1.716, 2.017, -0.283], [1.547, 1.351, 0.949], [2.636, 1.702, 1.971], [3.870, 1.441, 1.499], [2.484, 0.969, 3.101], [1.430, 0.029, 0.729], [0.340, 1.753, 1.428], [1.758, 1.854, -2.278], [1.351, 0.355, -1.517], [3.360, -1.350, -1.675], [2.596, 2.761, 2.238], [3.236, -1.717, -5.570], [3.031, -2.651, -4.361], [4.303, -3.107, -3.637], [5.139, -3.791, -4.435], [3.987, -3.941, -2.611], [2.277, -3.705, -4.743], [2.271, -1.955, -3.455], [3.234, -2.317, -6.876], [4.444, -2.894, -7.327], [4.356, -4.418, -7.484], [3.984, -5.020, -6.334], [5.561, -4.938, -7.823], [5.452, -2.499, -6.525], [4.693, -2.337, -8.535], [2.365, -1.054, -5.592], [4.089, -1.045, -5.441], [4.843, -2.256, -3.215], [3.633, -4.690, -8.256], [-5.581, 5.981, 2.465], [-4.837, 5.900, 3.813], [-4.589, 7.235, 4.522], [-3.846, 8.085, 3.794], [-3.908, 7.028, 5.679], [-3.685, 5.208, 3.641], [-5.613, 5.134, 4.643], [-4.785, 5.964, 1.269], [-4.225, 7.192, 0.844], [-2.692, 7.209, 0.927], [-2.253, 6.934, 2.174], [-2.209, 8.432, 0.603], [-4.805, 8.204, 1.517], [-4.600, 7.344, -0.446], [-6.174, 5.063, 2.391], [-6.320, 6.787, 2.442], [-5.532, 7.726, 4.774], [-2.258, 6.473, 0.247], [-0.771, -7.036, -8.094], [0.421, -6.102, -8.385], [0.340, -5.303, -9.691], [0.265, -6.088, -10.780], [1.453, -4.542, -9.849], [1.569, -6.817, -8.311], [0.474, -5.204, -7.356], [-0.624, -8.424, -8.439], [-0.879, -8.791, -9.781], [0.376, -9.283, -10.514], [1.365, -8.365, -10.492], [0.103, -9.532, -11.817], [-1.499, -7.775, -10.412], [-1.782, -9.797, -9.724], [-0.882, -7.053, -7.005], [-1.719, -6.632, -8.460], [-0.523, -4.632, -9.688], [0.758, -10.200, -10.059]],
  "charge": 1,
  "mol_weight_g_mol": 1304.4
}

{
  "formula": "C31H30ClF2N5O4V",
  "method": "the ωB97M-V functional and the def2-TZVPD basis",
  "elements": ["V", "F", "C", "C", "C", "C", "C", "F", "C", "C", "C", "C", "C", "C", "N", "H", "H", "H", "H", "H", "H", "N", "C", "C", "C", "C", "C", "N", "C", "H", "H", "H", "H", "C", "C", "C", "C", "Cl", "C", "C", "C", "O", "C", "C", "O", "O", "H", "H", "H", "H", "H", "H", "H", "H", "C", "N", "C", "C", "O", "N", "C", "C", "H", "H", "H", "H", "H", "H", "H", "H", "H", "H", "H", "H"],
  "xyz": [[-0.315, 0.171, -0.373], [-3.801, 4.079, -1.542], [-3.522, 2.758, -1.451], [-2.210, 2.354, -1.291], [-1.907, 1.004, -1.174], [-2.956, 0.056, -1.238], [-4.263, 0.510, -1.411], [-5.296, -0.363, -1.474], [-4.571, 1.852, -1.519], [-2.499, -1.325, -1.192], [-3.276, -2.472, -1.353], [-2.665, -3.708, -1.467], [-1.273, -3.765, -1.453], [-0.569, -2.603, -1.222], [-1.149, -1.414, -1.052], [-1.423, 3.098, -1.248], [-5.592, 2.177, -1.648], [-4.349, -2.392, -1.383], [-3.252, -4.606, -1.586], [-0.754, -4.699, -1.597], [0.514, -2.611, -1.169], [5.417, -1.641, -0.498], [4.542, -1.112, -1.017], [3.438, -0.530, -1.676], [3.499, -0.167, -3.036], [2.333, 0.320, -3.605], [1.176, 0.402, -2.853], [1.115, 0.033, -1.559], [2.244, -0.391, -0.986], [4.419, -0.264, -3.593], [2.316, 0.622, -4.641], [0.251, 0.770, -3.277], [2.169, -0.650, 0.065], [0.380, 5.958, 0.711], [1.375, 4.945, 0.226], [1.930, 5.085, -1.041], [2.883, 4.195, -1.494], [3.500, 4.344, -3.103], [3.356, 3.184, -0.673], [2.805, 3.031, 0.581], [1.776, 3.865, 1.016], [1.201, 3.606, 2.248], [-0.135, 3.135, 2.220], [-0.331, 1.929, 1.293], [-1.264, 1.131, 1.485], [0.437, 1.819, 0.313], [0.637, 6.948, 0.336], [0.375, 5.983, 1.798], [-0.624, 5.721, 0.359], [1.594, 5.887, -1.682], [4.129, 2.520, -1.028], [3.123, 2.229, 1.230], [-0.839, 3.910, 1.882], [-0.395, 2.863, 3.245], [0.093, -5.114, 1.633], [0.754, -3.828, 1.650], [2.057, -3.808, 1.023], [0.087, -2.651, 1.868], [0.488, -1.594, 1.384], [-1.055, -2.747, 2.626], [-1.096, -3.506, 3.860], [-1.983, -1.633, 2.635], [0.341, -5.623, 0.700], [-0.985, -4.978, 1.677], [0.421, -5.749, 2.461], [2.715, -4.498, 1.553], [2.480, -2.809, 1.086], [2.002, -4.108, -0.030], [-0.249, -4.179, 3.944], [-2.021, -4.086, 3.913], [-1.073, -2.819, 4.714], [-1.919, -1.084, 1.697], [-1.772, -0.936, 3.452], [-2.994, -2.030, 2.754]],
  "mol_weight_g_mol": 661.0,
  "spin_multiplicity": 2
}

{
  "formula": "C31H30ClP2Yb",
  "method": "the ωB97M-V functional and the def2-TZVPD basis",
  "elements": ["Yb", "Cl", "P", "C", "C", "C", "C", "C", "C", "C", "C", "C", "C", "C", "C", "C", "C", "C", "C", "C", "C", "H", "H", "H", "H", "H", "H", "H", "H", "H", "H", "H", "H", "H", "H", "H", "H", "H", "C", "P", "C", "C", "C", "C", "C", "C", "C", "C", "C", "C", "C", "C", "H", "H", "H", "H", "H", "H", "H", "H", "H", "H", "H", "H", "H"],
  "xyz": [[0.840, 1.268, -0.757], [2.947, 1.304, 0.464], [0.329, -1.587, -0.291], [-0.459, -1.517, -1.943], [-1.827, -1.833, -2.052], [-2.438, -1.861, -3.304], [-1.714, -1.538, -4.446], [-0.432, -1.015, -4.328], [0.208, -1.001, -3.088], [1.729, -2.726, -0.474], [2.661, -2.791, 0.591], [3.661, -3.753, 0.567], [3.856, -4.550, -0.568], [3.025, -4.372, -1.680], [1.961, -3.473, -1.648], [-0.798, -2.369, 0.895], [-1.315, -1.586, 1.948], [-2.074, -2.174, 2.949], [-2.396, -3.528, 2.912], [-1.914, -4.304, 1.858], [-1.128, -3.735, 0.849], [2.601, -2.048, 1.403], [4.332, -3.868, 1.427], [4.693, -5.267, -0.608], [3.224, -4.921, -2.605], [1.329, -3.322, -2.532], [-2.380, -2.092, -1.150], [-3.488, -2.138, -3.375], [-2.184, -1.625, -5.435], [0.073, -0.613, -5.206], [1.230, -0.610, -3.035], [-1.112, -0.515, 1.985], [-2.410, -1.568, 3.786], [-3.004, -3.963, 3.715], [-2.147, -5.368, 1.841], [-0.780, -4.360, 0.029], [-1.257, 0.852, -1.231], [-1.279, 0.627, -0.449], [-2.945, 3.487, 0.320], [-1.408, 2.535, 0.553], [-0.244, 3.308, -0.643], [-0.347, 2.847, -1.993], [0.799, 2.756, -2.776], [1.931, 3.491, -2.424], [2.019, 4.045, -1.151], [0.981, 3.863, -0.229], [-0.638, 2.743, 2.187], [0.424, 1.937, 2.675], [0.991, 2.230, 3.901], [0.550, 3.321, 4.639], [-0.536, 4.080, 4.184], [-1.116, 3.808, 2.952], [-3.448, 3.142, -0.604], [-2.658, 4.544, 0.213], [-3.641, 3.363, 1.167], [-1.298, 2.461, -2.379], [0.794, 2.126, -3.673], [2.711, 3.669, -3.165], [2.921, 4.549, -0.829], [1.167, 4.053, 0.829], [0.829, 1.102, 2.087], [1.784, 1.562, 4.268], [1.040, 3.573, 5.588], [-0.930, 4.901, 4.789], [-1.896, 4.447, 2.495]],
  "charge": 2,
  "mol_weight_g_mol": 673.0,
  "spin_multiplicity": 2
}

no.,E_tot (eV)
1,-375408.027
2,-283733.130
3,-64938.322
4,-275304.638
5,-91918.979
6,-95248.125